# C61H80ClGeIMoN6P4

C61H80ClGeIMoN6P4 as an isolated structure (the ωB97M-V functional and the def2-TZVPD basis, OMol25).

Output
LUMO level (spin up / spin down) (eV): -9.560 / -9.989
Relative energy (zero: lowest compared OMol25 entry of this formula, charge and spin) (kcal/mol): 0.00
Net charge: +3
Orbital gap (spin up / spin down) (eV): 4.2 / 3.7
Largest force on an atom (eV/A): 2.4
Molar mass (g/mol): 1352.16
Multiplicity: 4

CARTESIAN COORDINATES (ANGSTROEM)
Mo 0.86350 0.34574 0.03962
C 3.16738 4.53828 1.75640
C 2.41936 3.56239 0.84939
C 1.18788 4.25761 0.26212
P 1.96193 1.92903 1.61868
C 0.64466 2.28601 2.83737
N 0.18125 1.05450 3.41714
Ge -0.10655 -0.53060 2.26515
N -2.09186 -0.89335 2.25973
C -3.02255 -0.58206 1.20535
P -2.80966 1.03934 0.40985
C -3.37142 2.37050 1.56000
C -2.85972 3.74249 1.12000
C -3.08529 2.11037 3.03098
C -4.05657 1.18588 -0.93928
C -3.68847 0.51394 -2.25203
C -5.42132 0.66244 -0.47249
C -2.44882 -1.98692 3.03779
C -3.51738 -2.85244 2.78840
C -3.71908 -3.95671 3.60175
C -2.86386 -4.22705 4.65829
C -1.80749 -3.36817 4.92873
C -1.62503 -2.25062 4.13611
N -0.60616 -1.25000 4.34705
C -1.04969 -0.08618 5.07310
C -1.90627 -0.13480 6.15552
C -2.16860 1.02338 6.87357
C -1.57240 2.21392 6.48589
C -0.75925 2.27220 5.36487
C -0.50206 1.11785 4.62012
C 0.59516 -1.81389 4.90631
C 0.90088 -1.86454 6.25331
C 2.00854 -2.58709 6.67524
C 2.79168 -3.24529 5.73781
C 2.51364 -3.15151 4.38422
C 1.41749 -2.40183 3.94010
N 1.08796 -2.14359 2.63118
C 1.93461 -2.73217 1.63472
P 1.74227 -2.01987 -0.05228
C 3.43300 -2.16554 -0.87212
C 4.59512 -1.76111 0.04015
C 3.75844 -3.50514 -1.52944
C 0.53394 -3.24933 -0.79204
C 0.99414 -4.71613 -0.83683
C -0.75956 -3.12344 0.02551
C 3.42466 1.45891 2.67396
C 3.47386 -0.05623 2.88567
C 3.46453 2.16058 4.03009
H 3.34989 5.45189 1.18944
H 4.13340 4.15642 2.07905
H 2.57453 4.81259 2.62916
H 3.09119 3.27610 0.03214
H 0.61529 4.75365 1.04711
H 0.53397 3.56586 -0.26933
H 1.49717 5.02645 -0.44621
H -0.15788 2.84682 2.33288
H 1.07292 2.95001 3.59232
H -4.03702 -0.55263 1.62250
H -3.02054 -1.33018 0.39325
H -4.45479 2.35118 1.41053
H -1.77250 3.80837 1.20580
H -3.28698 4.50922 1.76553
H -3.14578 3.98236 0.09428
H -2.03402 2.24952 3.25454
H -3.37760 1.11028 3.34673
H -3.64730 2.82400 3.63434
H -4.11410 2.26815 -1.10185
H -3.53840 -0.55406 -2.12006
H -2.80316 0.94293 -2.72187
H -4.51527 0.64850 -2.95078
H -5.43212 -0.42815 -0.47009
H -6.18010 0.99570 -1.17904
H -5.71429 1.01760 0.51483
H -4.19339 -2.69030 1.95937
H -4.55082 -4.62005 3.40738
H -3.02177 -5.09588 5.28102
H -1.14769 -3.56194 5.76373
H -2.34349 -1.07957 6.45210
H -2.80418 0.99307 7.74688
H -1.74697 3.11230 7.06231
H -0.34070 3.22872 5.07798
H 0.27160 -1.36755 6.97880
H 2.24199 -2.65952 7.72773
H 3.63709 -3.83282 6.06940
H 3.13891 -3.68256 3.67891
H 1.71864 -3.80339 1.55803
H 2.99198 -2.62600 1.90512
H 3.35816 -1.42943 -1.67364
H 4.77257 -2.51267 0.80841
H 4.46476 -0.79026 0.51802
H 5.49959 -1.70922 -0.56689
H 3.86768 -4.30549 -0.79900
H 4.71366 -3.39809 -2.04474
H 3.02227 -3.79007 -2.27281
H 0.33163 -2.91889 -1.81169
H 1.72698 -4.97052 -0.07386
H 1.41704 -4.97798 -1.80189
H 0.12745 -5.35790 -0.68213
H -0.59862 -3.37922 1.07461
H -1.50502 -3.81350 -0.36665
H -1.15767 -2.10510 -0.02621
H 4.28916 1.76107 2.07098
H 2.81509 -0.35392 3.70008
H 4.48654 -0.37332 3.13445
H 3.15058 -0.57345 1.98398
H 2.65299 1.81064 4.66925
H 3.42788 3.24434 3.96461
H 4.40216 1.89796 4.52173
Cl 1.77978 -1.67671 -3.69695
C 1.94224 -1.19473 -5.36167
C 2.87910 -1.80748 -6.16992
C 3.00146 -1.37366 -7.48263
C 2.18888 -0.35958 -7.96161
C 1.24369 0.24015 -7.14332
C 1.09636 -0.17746 -5.82349
P -0.12404 0.46121 -4.61475
C -0.92391 1.81388 -5.54539
C -0.09925 2.88112 -5.93881
C -0.61555 3.94359 -6.66061
C -1.97122 3.97600 -6.96638
C -2.79920 2.93566 -6.56947
C -2.29119 1.87250 -5.83509
C -1.30752 -0.93864 -4.67695
C -1.61727 -1.60614 -3.49885
C -2.49124 -2.68354 -3.51121
C -3.04752 -3.10703 -4.70913
C -2.72976 -2.45640 -5.89334
C -1.86497 -1.37326 -5.87894
H 3.51546 -2.59446 -5.78914
H 3.73618 -1.82591 -8.13411
H 2.29416 -0.02799 -8.98565
H 0.61747 1.02458 -7.54412
H 0.95867 2.84963 -5.70050
H 0.02902 4.75276 -6.97746
H -2.38012 4.81618 -7.51085
H -3.85098 2.95388 -6.82283
H -2.94720 1.07431 -5.51495
H -1.16862 -1.26426 -2.56703
H -2.75460 -3.19408 -2.59317
H -3.72668 -3.94894 -4.71873
H -3.15303 -2.79372 -6.83000
H -1.61777 -0.86167 -6.80117
N 1.57224 2.29871 -2.44933
C 2.62616 2.83596 -3.07212
C 3.76160 2.19194 -2.61674
C 3.29198 1.27398 -1.68772
N 1.95187 1.33622 -1.58649
H 0.59962 2.61243 -2.58627
H 2.51506 3.64367 -3.77613
H 4.78264 2.36621 -2.90632
H 3.85872 0.59400 -1.07117
I -1.57680 3.91183 -2.83633
C -1.12591 1.15972 -0.25257
H -1.26133 1.10106 -1.34293
H -0.82610 2.20258 -0.04298



# C6H9NSe

One molecule with the formula C6H9NSe (the ωB97M-V functional and the def2-TZVPD basis, OMol25).

Output
LUMO level (eV): 0.612
Relative energy (zero: lowest compared OMol25 entry of this formula, charge and spin) (kcal/mol): 0.00
Net charge: 0
SMILES: N#C[C@H]1CCCC[Se]1
Orbital gap (eV): 9.3
Largest force on an atom (eV/A): 4.6
Molar mass (g/mol): 174.10
Multiplicity: 1

CARTESIAN COORDINATES (ANGSTROEM)
N -3.38717 -2.13137 -0.16744
C -2.56403 -1.39601 0.11232
C -1.39683 -0.54943 0.52905
C 0.07390 -1.26363 -0.24452
C 1.31280 -0.36508 -0.17009
C 1.26296 1.10939 -0.54835
C 0.30098 1.81155 0.37506
Se -1.67555 1.26655 -0.07888
H -1.36335 -0.59903 1.67343
H -0.13215 -1.53356 -1.35661
H 0.22104 -2.20925 0.36430
H 2.09299 -0.87810 -0.82020
H 1.69744 -0.50327 0.81727
H 2.25748 1.68896 -0.35376
H 0.93995 1.17573 -1.68983
H 0.21247 1.47889 1.35307
H 0.14708 2.89768 0.20519



# C4H5N3OS

One molecule with the formula C4H5N3OS (the ωB97M-V functional and the def2-TZVPD basis, OMol25).

Output
LUMO level (spin up / spin down) (eV): -0.656 / -0.651
Relative energy (zero: lowest compared OMol25 entry of this formula, charge and spin) (kcal/mol): 117.20
Net charge: 0
SMILES: CO/N=N/c1nccs1
Orbital gap (spin up / spin down) (eV): 7.9 / 7.9
Largest force on an atom (eV/A): 7.1
Molar mass (g/mol): 143.17
Multiplicity: 1

CARTESIAN COORDINATES (ANGSTROEM)
C -3.47125 0.60027 0.03853
O -2.26232 1.22132 -0.35559
N -1.22346 0.44351 0.01068
N -0.01890 0.99808 -0.27585
C 1.11114 0.29250 -0.08456
N 1.17667 -0.95581 0.27760
C 2.46093 -1.35882 0.31135
C 3.38490 -0.40852 -0.04500
S 2.64531 1.08636 -0.42158
H -3.29376 -0.07055 0.83606
H -3.54282 -0.20563 -0.70298
H -4.23758 1.35691 -0.20994
H 2.77600 -2.34147 0.62010
H 4.49514 -0.65815 0.00118



# C23H29NO6S

One molecule with the formula C23H29NO6S (the ωB97M-V functional and the def2-TZVPD basis, OMol25).

Output
LUMO level (eV): 0.521
Relative energy (zero: lowest compared OMol25 entry of this formula, charge and spin) (kcal/mol): 2.41
Net charge: 0
SMILES: CCCOc1cccc(C(=O)N(Cc2ccc(OC)c(OC)c2)[C@@H]2CCS(=O)(=O)C2)c1
Orbital gap (eV): 8.7
Largest force on an atom (eV/A): 0.9
Molar mass (g/mol): 447.55
Multiplicity: 1

CARTESIAN COORDINATES (ANGSTROEM)
C -7.02441 -0.61879 -1.24466
C -5.85207 -0.11038 -2.07401
C -4.57287 -0.02418 -1.24700
O -4.18753 -1.34122 -0.90438
C -3.09581 -1.53121 -0.12577
C -2.79890 -2.85968 0.19403
C -1.72266 -3.15964 1.00007
C -0.91316 -2.14898 1.49516
C -1.17651 -0.83216 1.15302
C -0.35476 0.26747 1.74536
O -0.30046 0.41991 2.95508
N 0.27319 1.11988 0.88977
C 0.49245 0.81783 -0.51315
C 1.83850 0.17851 -0.77396
C 2.62035 0.58366 -1.84426
C 3.83863 -0.02617 -2.06669
C 4.31929 -1.04154 -1.24299
O 5.54258 -1.51415 -1.60728
C 6.15058 -2.59489 -0.93647
C 3.52803 -1.45354 -0.15276
O 4.00092 -2.44862 0.66592
C 3.18049 -2.91353 1.70879
C 2.30277 -0.83417 0.05353
C 0.95754 2.24019 1.53557
C -0.08004 3.30650 1.95005
C -0.56951 3.98405 0.69157
S 0.97812 4.17806 -0.26532
O 0.77965 3.75410 -1.62833
O 1.52258 5.49128 -0.06836
C 1.97108 2.95355 0.67085
C -2.27517 -0.51821 0.35634
H -6.78863 -1.59453 -0.82869
H -7.91472 -0.70861 -1.86151
H -7.23889 0.06464 -0.42574
H -5.67455 -0.78590 -2.91187
H -6.07358 0.88131 -2.47191
H -3.77790 0.45982 -1.83223
H -4.75328 0.56577 -0.33766
H -3.44119 -3.63341 -0.19535
H -1.51399 -4.18829 1.25274
H -0.08788 -2.37773 2.15203
H 0.40154 1.72828 -1.10876
H -0.28666 0.12131 -0.83195
H 2.27969 1.37433 -2.49532
H 4.46296 0.27212 -2.89346
H 5.53721 -3.49704 -0.98376
H 7.08677 -2.76497 -1.46823
H 6.36324 -2.35698 0.10757
H 2.23923 -3.32253 1.32723
H 3.74928 -3.70803 2.19015
H 2.96975 -2.12825 2.44208
H 1.68610 -1.13513 0.88428
H 1.42568 1.84106 2.44581
H -0.88491 2.83392 2.51283
H 0.40873 4.03774 2.59532
H -1.24259 3.36461 0.10725
H -0.99663 4.96608 0.85825
H 2.65967 3.53234 1.27865
H 2.51645 2.31601 -0.01501
H -2.48380 0.51815 0.13757



Q: molar mass of number 1 (C61H80ClGeIMoN6P4)?
A: 1352.16 g/mol